Formula: C32H40F12N8O12S4
Source: the OMol25 dataset
Level of theory: ωB97M-V/def2-TZVPD

E (eV): -146240.9835
Highest occupied orbital energy (eV): -9.3
Gap between HOMO and LUMO (eV): 2.05
Charge: +2
Spin multiplicity: 1

CARTESIAN COORDINATES (ANGSTROEM)
N: -2.45 -0.09 -0.82
O: -3.67 -0.05 -0.96
O: -1.84 0.72 -0.10
O: -1.77 -0.86 -1.49
C: -6.29 -4.83 -5.91
C: -6.31 -3.87 -4.62
C: -7.05 -4.61 -3.40
O: -6.25 -5.75 -2.90
C: -6.83 -6.40 -1.76
N: -4.79 -3.55 -4.26
H: -4.21 -3.31 -5.05
H: -4.72 -2.75 -3.64
H: -4.13 -4.17 -3.80
H: -6.10 -5.86 -5.64
H: -5.76 -4.31 -6.72
H: -7.35 -4.84 -6.17
H: -6.77 -2.90 -4.80
H: -8.08 -4.84 -3.69
H: -7.22 -3.82 -2.67
H: -7.05 -5.69 -0.97
H: -6.18 -7.05 -1.18
H: -7.78 -6.90 -1.93
C: 9.42 -5.47 -3.13
N: 8.39 -4.51 -3.12
C: 7.45 -4.61 -2.20
C: 6.57 -3.54 -2.01
C: 6.44 -2.52 -2.96
C: 7.45 -2.47 -3.96
C: 8.45 -3.46 -3.96
C: 5.46 -1.46 -2.96
C: 4.85 -0.97 -4.12
C: 3.89 0.01 -4.02
N: 3.47 0.50 -2.83
C: 4.18 0.20 -1.74
C: 5.20 -0.78 -1.78
C: 2.58 1.62 -2.94
H: 9.02 -6.45 -3.41
H: 9.81 -5.46 -2.11
H: 10.21 -5.15 -3.81
H: 7.41 -5.54 -1.65
H: 5.74 -3.60 -1.31
H: 7.18 -1.93 -4.86
H: 9.14 -3.55 -4.79
H: 5.10 -1.50 -5.03
H: 3.49 0.40 -4.94
H: 3.77 0.66 -0.86
H: 5.67 -1.19 -0.90
H: 1.74 1.43 -3.60
H: 3.14 2.52 -3.18
H: 2.17 1.65 -1.93
C: -4.84 -0.51 3.92
N: -3.70 0.38 4.39
C: -2.91 0.01 5.43
C: -1.99 0.97 5.91
C: -1.95 2.28 5.27
C: -2.80 2.60 4.23
C: -3.69 1.59 3.82
C: -1.00 3.33 5.74
C: 0.40 3.25 5.69
C: 1.23 4.19 6.24
N: 0.67 5.29 6.90
C: -0.68 5.42 6.99
C: -1.50 4.35 6.52
C: 1.52 6.36 7.46
H: -5.38 -0.96 4.75
H: -4.69 -1.43 3.36
H: -5.47 0.15 3.33
H: -3.11 -0.95 5.89
H: -1.23 0.79 6.65
H: -2.67 3.63 3.93
H: -4.47 1.83 3.12
H: 0.83 2.38 5.22
H: 2.30 4.06 6.27
H: -1.10 6.16 7.66
H: -2.57 4.48 6.65
H: 2.08 6.04 8.33
H: 0.90 7.24 7.63
H: 2.26 6.67 6.72
C: -4.19 6.20 -1.68
F: -3.02 6.57 -1.28
F: -4.29 4.99 -1.06
F: -5.11 7.03 -1.26
S: -4.30 6.17 -3.66
O: -3.03 5.59 -4.02
O: -5.48 5.39 -3.95
N: -4.47 7.92 -4.04
S: -5.34 7.78 -5.25
O: -4.80 7.07 -6.33
O: -6.75 7.54 -4.93
C: -5.30 9.64 -5.95
F: -6.15 9.63 -7.00
F: -5.73 10.50 -5.04
F: -4.16 10.04 -6.36
C: 2.37 -3.10 2.85
F: 1.26 -2.32 2.88
F: 1.98 -4.36 3.06
F: 3.20 -2.87 1.78
S: 3.46 -2.60 4.29
O: 3.93 -1.26 3.93
O: 2.61 -2.53 5.50
N: 4.54 -3.96 4.39
S: 5.83 -3.27 4.80
O: 6.42 -2.10 4.11
O: 5.93 -3.18 6.27
C: 7.16 -4.59 4.19
F: 8.30 -4.15 4.55
F: 6.78 -5.68 4.88
F: 7.09 -4.75 2.88

Results of the Mulliken charge analysis, in e, for atoms 1 through 6: number 1, N, carries 1.022; number 2, O, carries -0.661; number 3, O, carries -0.664; number 4, O, carries -0.690; number 5, C, carries -1.191; number 6, C, carries 0.049